[1]
Entry from the OMol25 dataset: a cluster of 2 separate species, C5H11N in total (ωB97M-V/def2-TZVPD).

Total energy   -251.75490 Ha
Structure (SMILES)   C=NCC.C=C
Frontier orbital gap   9.9 eV

```
17
C5H11N, DFT ωB97M-V/def2-TZVPD
N 0.1756 -0.4223 -1.4226
C 0.0639 1.9053 2.0406
C -0.0500 -1.7454 -0.8693
C 0.9762 0.3092 -0.7866
C -1.5123 -2.1444 -1.0357
C 0.8163 2.6290 1.1954
H -2.2492 -1.5076 -0.5078
H 1.6887 0.9677 -1.3664
H 0.2456 -1.9954 0.1914
H 0.4223 3.5293 0.7173
H 0.9790 0.3858 0.2912
H -1.7243 -3.1664 -0.7044
H 0.5730 -2.4789 -1.4407
H 0.3819 0.9743 2.4705
H 1.8833 2.5033 0.9936
H -1.7247 -1.9510 -2.1230
H -0.9456 2.2075 2.3565
```

The net atomic charges from natural (NBO), expressed in e, are:
1. N -0.425
2. C -0.388
3. C -0.248
4. C -0.021
5. C -0.619
6. C -0.391
7. H 0.205
8. H 0.163
9. H 0.165
10. H 0.198
11. H 0.150
12. H 0.208
13. H 0.203
14. H 0.190
15. H 0.198
16. H 0.214
17. H 0.202

***

[2]
Entry from the OMol25 dataset: a cluster of 2 separate species, C5H11O2 in total (ωB97M-V/def2-TZVPD).

Total energy   -347.63206 Ha
Net charge   -1
Frontier orbital gap   8.0 eV

```
18
C5H11O2, DFT ωB97M-V/def2-TZVPD
O 0.9161 -1.2834 0.8571
O 2.6923 -0.8773 -0.4746
C 2.0167 -0.7722 0.5685
C 2.6939 0.1431 1.6903
C -0.6253 0.1678 -1.7034
C -1.4793 0.6724 -0.5321
C -2.6128 -0.2279 -0.0087
H -1.6958 1.6975 -0.8422
H 2.7941 -0.5275 2.5380
H -3.0256 0.3045 0.8459
H -3.3683 -0.3872 -0.7791
H -2.1686 -1.1679 0.3067
H 3.5402 0.6362 1.2254
H -1.0093 -0.0744 -2.7009
H -0.7895 0.6682 0.3154
H -0.0819 -0.7431 -1.4260
H 1.9887 0.9219 1.9970
H 0.2144 0.8492 -1.8771
```

The net atomic charges from natural (NBO), expressed in e, are:
1. O -0.808
2. O -0.791
3. C 0.778
4. C -0.763
5. C -0.637
6. C -0.407
7. C -0.608
8. H 0.174
9. H 0.203
10. H 0.192
11. H 0.179
12. H 0.229
13. H 0.203
14. H 0.177
15. H 0.231
16. H 0.253
17. H 0.187
18. H 0.208

***

[3]
Entry from the OMol25 dataset: an isolated molecule of C3H4O (ωB97M-V/def2-TZVPD).

Total energy   -191.84423 Ha
Structure (SMILES)   CC=C=O
Frontier orbital gap   9.2 eV

```
8
C3H4O, DFT ωB97M-V/def2-TZVPD
O -2.9888 0.0012 0.1363
C -1.8292 0.1172 0.1417
C 1.2499 0.2143 0.1638
C -0.5422 -0.0014 -0.1349
H 1.3700 -0.6697 0.7655
H 1.5380 0.1138 -0.8504
H 1.5532 1.1796 0.4470
H -0.3509 -0.9551 -0.6690
```

The net atomic charges from natural (NBO), expressed in e, are:
1. O -0.467
2. C 0.672
3. C -0.505
4. C -0.604
5. H 0.224
6. H 0.209
7. H 0.215
8. H 0.256